Arrangement P

Formula: C2H3OP
Source: the Open Molecules 2025 dataset
Level of theory: ωB97M-V with the def2-TZVPD basis set

Geometry (Å):
C -0.46 0.10 0.04
C -1.36 0.98 1.02
O -2.30 0.32 1.60
P -0.34 -1.35 0.75
H -0.29 0.24 -0.91
H -0.83 2.08 1.30
H -1.16 -0.78 1.71

The HOMO energy is -0.356 Ha. The LUMO energy comes out at -0.43 eV. The structure (SMILES) is [H]/P=C\C=O.


Arrangement Q

Formula: C2H3OP
Source: the Open Molecules 2025 dataset
Level of theory: ωB97M-V with the def2-TZVPD basis set

Geometry (Å):
C 0.95 0.11 0.11
C 0.13 0.49 -0.86
O -1.15 -1.89 0.14
P -0.71 -0.49 0.43
H 2.18 0.29 0.46
H -0.23 1.03 -1.71
H -1.17 0.45 1.42

The HOMO energy is -0.346 Ha. The LUMO energy comes out at 0.73 eV. The structure (SMILES) is O=[PH]1C=C1.


Arrangement R

Formula: C2H3OP
Source: the Open Molecules 2025 dataset
Level of theory: ωB97M-V with the def2-TZVPD basis set

Geometry (Å):
C -1.78 -0.35 0.27
C 1.46 0.21 -0.10
O 1.81 -0.32 -1.11
P -2.45 0.89 -0.34
H -1.74 -1.29 0.63
H 0.65 -0.23 0.43
H 2.06 1.09 0.23

The HOMO energy is -0.363 Ha. The LUMO energy comes out at 0.10 eV. The structure (SMILES) is C#P.C=O.


Best to worst by energy: arrangement Q, arrangement R, arrangement P.


Arrangement P

Formula: CH3N2O2
Source: the Open Molecules 2025 dataset
Level of theory: ωB97M-V with the def2-TZVPD basis set

Geometry (Å):
C -0.14 0.19 -0.15
N 1.70 -1.08 1.44
N 1.03 -1.50 2.39
O 1.75 -2.13 3.23
O -0.16 -1.29 2.54
H -0.61 -0.36 0.67
H 0.46 -0.28 -0.83
H 0.06 1.37 0.04

As for the total charge: -1. The HOMO energy (spin up / spin down) is -0.143 / -0.144 Ha. The LUMO energy (spin up / spin down) comes out at 4.04 / 4.69 eV.


Arrangement Q

Formula: CH3N2O2
Source: the Open Molecules 2025 dataset
Level of theory: ωB97M-V with the def2-TZVPD basis set

Geometry (Å):
C 0.16 -0.05 1.07
N 0.62 -0.51 -0.18
N -0.13 0.00 -1.42
O -1.05 0.81 -1.25
O 0.24 -0.43 -2.51
H 1.05 0.10 1.69
H -0.42 0.89 1.03
H -0.47 -0.82 1.57

As for the total charge: -1. The HOMO energy is -0.104 Ha. The LUMO energy comes out at 4.75 eV. The structure (SMILES) is CN=[N+]([O-])[O-].


Best to worst by energy: arrangement Q, arrangement P.


Arrangement P

Formula: C5H11N
Source: the Open Molecules 2025 dataset
Level of theory: ωB97M-V with the def2-TZVPD basis set

Geometry (Å):
C 0.10 -1.18 -0.62
C 0.42 -0.77 -1.86
C 1.84 -2.57 0.10
N 1.04 -1.52 0.34
H -0.93 -1.19 -0.24
H 1.44 -0.60 -2.17
H -0.36 -0.57 -2.60
H 2.51 -2.84 0.92
H 1.76 -3.22 -0.77
C -0.86 1.56 1.58
C -1.10 2.05 0.16
H -1.63 1.98 2.23
H 0.09 1.96 1.95
H -0.83 0.48 1.66
H -1.07 3.14 0.04
H -0.36 1.63 -0.52
H -2.06 1.67 -0.21

As for the total charge: -1. The HOMO energy (spin up / spin down) is 0.016 / -0.116 Ha. The LUMO energy (spin up / spin down) comes out at 4.02 / 4.00 eV. The spin multiplicity is 2.


Arrangement Q

Formula: C5H11N
Source: the Open Molecules 2025 dataset
Level of theory: ωB97M-V with the def2-TZVPD basis set

Geometry (Å):
C 2.36 0.01 -0.63
C 1.26 -0.23 0.42
N -1.75 0.40 -1.27
C -1.21 0.29 0.04
C 0.12 0.76 0.43
C -2.01 -0.63 0.94
H 2.84 0.98 -0.46
H 1.90 0.07 -1.61
H 3.14 -0.76 -0.62
H 0.84 -1.23 0.21
H 1.77 -0.32 1.40
H -1.18 1.06 -1.78
H -1.70 -0.51 -1.75
H 0.14 1.52 1.20
H -1.53 -1.09 1.79
H -3.00 -0.93 0.63
H -2.00 0.63 1.06

As for the total charge: -1. The HOMO energy (spin up / spin down) is -0.020 / -0.036 Ha. The LUMO energy (spin up / spin down) comes out at 4.59 / 4.49 eV. The spin multiplicity is 2.


Best to worst by energy: arrangement P, arrangement Q.


Arrangement P

Formula: C10H13O2
Source: the Open Molecules 2025 dataset
Level of theory: ωB97M-V with the def2-TZVPD basis set

Geometry (Å):
C 0.30 -1.20 -2.30
C 0.07 -2.27 -1.22
C 1.82 -1.31 -2.71
O 2.59 -0.48 -2.17
O 2.12 -2.29 -3.44
H -0.26 -1.42 -3.20
H 0.26 -0.18 -1.92
H 0.52 -1.79 -0.35
H 0.65 -3.16 -1.46
H -0.98 -2.53 -1.08
C -2.02 0.84 3.95
C -0.19 1.38 0.02
C 0.57 0.89 1.05
C -1.50 1.88 0.28
C -0.08 0.70 2.35
C -2.13 1.59 1.53
C -1.36 1.14 2.61
H 0.21 1.69 -0.92
H 1.61 0.63 0.92
H -2.11 2.34 -0.49
H 0.42 0.06 3.08
H -3.21 1.72 1.62
H -2.90 1.46 4.10
H -1.27 1.04 4.73
H -2.09 -0.25 3.91

As for the total charge: -2. The HOMO energy (spin up / spin down) is 0.121 / -0.031 Ha. The LUMO energy (spin up / spin down) comes out at 6.11 / 5.92 eV. The spin multiplicity is 2.


Arrangement Q

Formula: C10H13O2
Source: the Open Molecules 2025 dataset
Level of theory: ωB97M-V with the def2-TZVPD basis set

Geometry (Å):
C 1.81 -0.64 1.93
C 1.64 -0.56 3.45
C 3.29 -0.30 1.57
O 3.50 0.90 1.33
O 4.09 -1.27 1.61
H 1.47 -1.63 1.57
H 1.11 0.06 1.49
H 2.44 0.04 3.89
H 1.77 -1.54 3.94
H 0.65 -0.20 3.77
C 0.48 1.34 -2.15
C -3.28 -0.52 -1.10
C -3.23 0.40 -2.22
C -2.15 -0.85 -0.41
C -1.94 0.88 -2.61
C -0.86 -0.34 -0.80
C -0.82 0.63 -1.84
H -4.29 -0.85 -0.84
H -4.15 0.49 -2.80
H -2.28 -1.41 0.52
H -1.75 1.49 -3.49
H 0.00 -0.49 -0.16
H 0.33 2.03 -2.98
H 1.24 0.60 -2.45
H 0.94 1.74 -1.24

As for the total charge: -2. The HOMO energy (spin up / spin down) is 0.114 / -0.039 Ha. The LUMO energy (spin up / spin down) comes out at 6.32 / 6.26 eV. The spin multiplicity is 2.


Best to worst by energy: arrangement Q, arrangement P.


Arrangement P

Formula: C2H5PSi
Source: the Open Molecules 2025 dataset
Level of theory: ωB97M-V with the def2-TZVPD basis set

Geometry (Å):
C 0.17 0.26 0.94
C 0.16 0.30 -0.68
Si -1.16 -0.80 0.09
P 1.64 -0.45 0.03
H 0.11 1.12 1.58
H 0.08 1.25 -1.33
H -1.13 -2.30 -0.36
H -2.41 -0.17 -0.04
H 2.55 0.80 -0.23

The HOMO energy is -0.321 Ha. The LUMO energy comes out at 0.57 eV.


Arrangement Q

Formula: C2H5PSi
Source: the Open Molecules 2025 dataset
Level of theory: ωB97M-V with the def2-TZVPD basis set

Geometry (Å):
C 2.62 0.20 0.10
C 1.68 0.42 1.01
Si -2.65 -0.04 0.09
P 0.95 0.67 -0.68
H 3.46 -0.31 -0.12
H 1.42 0.74 2.03
H -2.19 -1.21 -0.86
H -4.09 -0.60 0.23
H 1.21 2.06 -1.18

The HOMO energy is -0.314 Ha. The LUMO energy comes out at -1.01 eV.


Arrangement R

Formula: C2H5PSi
Source: the Open Molecules 2025 dataset
Level of theory: ωB97M-V with the def2-TZVPD basis set

Geometry (Å):
C -0.06 0.11 0.84
C 0.42 0.08 -0.66
Si -1.38 -0.29 -0.43
P 1.39 -1.13 0.38
H 0.65 1.49 1.60
H 1.04 0.81 -1.17
H -2.17 -1.61 -0.11
H -2.27 0.77 -1.02
H 2.40 -0.23 0.57

The HOMO energy is -0.339 Ha. The LUMO energy comes out at -0.04 eV.


Best to worst by energy: arrangement P, arrangement Q, arrangement R.


Arrangement P

Formula: C2H9N2O
Source: the Open Molecules 2025 dataset
Level of theory: ωB97M-V with the def2-TZVPD basis set

Geometry (Å):
C 1.77 1.60 0.32
O 0.50 1.16 0.79
H 2.48 1.05 0.98
H 1.97 1.46 -0.79
H 2.12 2.72 0.32
N -0.95 -0.32 -1.39
C -1.21 -1.44 -0.45
N -1.01 -1.02 1.00
H -1.84 0.33 -1.42
H -0.32 0.34 -0.79
H -2.17 -2.01 -0.56
H -0.35 -2.22 -0.76
H -0.57 -1.63 1.68
H -0.42 -0.03 1.07

As for the total charge: -1. The HOMO energy is -0.115 Ha. The LUMO energy comes out at 4.63 eV.


Arrangement Q

Formula: C2H9N2O
Source: the Open Molecules 2025 dataset
Level of theory: ωB97M-V with the def2-TZVPD basis set

Geometry (Å):
C 1.50 -0.77 -1.98
O 0.41 -0.10 -1.28
H 1.35 -1.07 -3.05
H 1.90 -1.75 -1.53
H 2.37 -0.07 -1.76
N 0.24 -0.26 1.25
C -0.69 0.84 1.56
N -1.87 0.97 0.69
H 0.26 -0.38 -0.03
H -0.17 -1.15 1.41
H -0.08 1.73 1.50
H -1.01 0.88 2.57
H -2.59 0.30 0.94
H -1.63 0.85 -0.29

As for the total charge: -1. The HOMO energy is -0.108 Ha. The LUMO energy comes out at 4.60 eV.


Best to worst by energy: arrangement Q, arrangement P.


Arrangement P

Formula: C18H20FNOS
Source: the Open Molecules 2025 dataset
Level of theory: ωB97M-V with the def2-TZVPD basis set

Geometry (Å):
O -0.24 -2.67 1.27
C 0.38 -2.36 0.28
N 1.61 -1.78 0.33
H 2.05 -1.46 -0.52
C 2.28 -1.46 1.56
H 3.26 -1.97 1.57
H 1.66 -1.86 2.37
C 2.48 0.05 1.73
C 3.26 0.61 0.57
C 4.65 0.55 0.56
C 5.36 1.02 -0.53
C 4.70 1.55 -1.62
C 3.32 1.61 -1.62
C 2.60 1.15 -0.53
H 1.52 1.20 -0.52
H 2.79 2.03 -2.47
H 5.26 1.92 -2.47
H 6.44 0.97 -0.52
H 5.17 0.14 1.41
H 1.50 0.53 1.78
H 3.01 0.22 2.67
C -0.13 -2.59 -1.14
C -1.06 -1.48 -1.62
H -1.07 -1.45 -2.71
H -0.76 -0.50 -1.25
S -2.81 -1.75 -1.17
C -2.89 -1.01 0.51
C -3.01 0.47 0.41
C -1.93 1.32 0.59
C -2.02 2.70 0.46
C -3.24 3.26 0.12
C -4.34 2.44 -0.07
C -4.22 1.07 0.07
H -5.08 0.43 -0.10
H -5.29 2.87 -0.34
H -3.32 4.33 0.01
H -1.14 3.30 0.62
F -0.72 0.80 0.92
H -2.01 -1.34 1.06
H -3.78 -1.44 0.95
H -0.67 -3.53 -1.15
H 0.72 -2.67 -1.83

The HOMO energy is -0.310 Ha. The LUMO energy comes out at 0.72 eV. The structure (SMILES) is O=C(CCSCc1ccccc1F)NCCc1ccccc1.


Arrangement Q

Formula: C18H20FNOS
Source: the Open Molecules 2025 dataset
Level of theory: ωB97M-V with the def2-TZVPD basis set

Geometry (Å):
C -5.90 0.86 2.97
C -4.58 1.18 2.32
C -4.54 1.77 1.07
C -3.33 2.05 0.46
C -2.14 1.74 1.09
C -2.17 1.15 2.34
C -3.38 0.87 2.95
H -3.39 0.40 3.92
H -1.25 0.91 2.84
C -0.81 2.02 0.43
N -0.08 0.79 0.17
C 1.01 0.43 0.88
O 1.54 1.15 1.70
C 1.53 -0.95 0.52
C 2.97 -1.12 0.98
H 3.60 -0.32 0.61
H 3.02 -1.12 2.07
S 3.69 -2.70 0.44
C 4.50 -2.18 -1.13
C 3.51 -1.67 -2.11
C 3.43 -0.31 -2.43
C 2.47 0.19 -3.29
C 1.56 -0.67 -3.85
C 1.61 -2.03 -3.56
C 2.57 -2.51 -2.70
H 2.61 -3.57 -2.45
H 0.90 -2.70 -4.00
H 0.80 -0.29 -4.52
H 2.46 1.25 -3.50
F 4.33 0.54 -1.89
H 4.99 -3.08 -1.49
H 5.25 -1.43 -0.87
H 1.46 -1.10 -0.56
H 0.90 -1.70 1.01
H -0.52 0.12 -0.44
H -0.17 2.61 1.09
H -0.95 2.56 -0.51
H -3.32 2.52 -0.52
H -5.47 2.02 0.57
H -5.78 0.71 4.04
H -6.31 -0.05 2.55
H -6.61 1.66 2.80

The HOMO energy is -0.314 Ha. The LUMO energy comes out at 0.67 eV. The structure (SMILES) is Cc1ccc(CNC(=O)CCSCc2ccccc2F)cc1.


Best to worst by energy: arrangement Q, arrangement P.